## a
Below is a cluster of 17 separate species, C62H165N7O34 in total, with properties calculated with the ωB97M-V functional and the def2-TZVPD basis.

CARTESIAN COORDINATES (ANGSTROEM)
C (2.26227, 5.44203, 1.59570)
C (3.00088, 4.18879, 2.08693)
O (4.35335, 4.22483, 1.69735)
O (2.48117, 5.65306, 0.16295)
H (2.56264, 6.33143, 2.14963)
H (1.17991, 5.35789, 1.69322)
H (2.60447, 3.26418, 1.66735)
H (2.89755, 4.17391, 3.17193)
H (4.43948, 3.35271, 1.30544)
H (3.38386, 5.50060, -0.12602)
C (-2.45985, 2.57110, -3.14115)
C (-3.31730, 3.82911, -3.01609)
O (-4.76151, 3.69902, -3.26898)
O (-3.13850, 1.43487, -3.63003)
H (-2.08235, 2.37171, -2.13824)
H (-1.57578, 2.81834, -3.72886)
H (-2.90478, 4.65472, -3.59601)
H (-3.27077, 4.33569, -2.05208)
H (-4.75495, 2.73909, -3.25891)
H (-2.76430, 0.58722, -3.37892)
C (-5.11413, -2.78807, 0.80388)
C (-4.54215, -4.09646, 1.38748)
O (-3.65684, -4.77138, 0.38499)
O (-4.07020, -1.88808, 1.00409)
H (-5.99870, -2.51884, 1.38107)
H (-5.57935, -2.86063, -0.17918)
H (-5.27630, -4.82681, 1.72764)
H (-4.00527, -3.77996, 2.28173)
H (-3.47889, -5.67248, 0.66417)
H (-3.22519, -2.21106, 0.68278)
C (4.80947, -3.90795, 2.54181)
C (4.56215, -3.13950, 1.25267)
O (5.58975, -2.19218, 1.11179)
O (5.95947, -4.67884, 2.31200)
H (4.00047, -4.43891, 3.04351)
H (5.08180, -3.18395, 3.30976)
H (3.62703, -2.58639, 1.34064)
H (4.52960, -3.78477, 0.37480)
H (6.27458, -2.71738, 0.69134)
H (6.18878, -5.33142, 2.97771)
C (2.73344, 2.81262, -4.41125)
C (3.65352, 1.90273, -5.27391)
O (2.92405, 0.84808, -5.92545)
O (3.66337, 3.72473, -3.88822)
H (2.13659, 2.23056, -3.70906)
H (1.99406, 3.23288, -5.09300)
H (4.48900, 1.52583, -4.68397)
H (4.16663, 2.47117, -6.04961)
H (2.54520, 1.17695, -6.74393)
H (3.91141, 4.40707, -4.51631)
C (-0.69588, 4.47961, 5.19322)
C (-0.16191, 5.99998, 4.95709)
O (1.15070, 6.27033, 5.37800)
O (-0.31621, 4.02189, 6.44233)
H (-0.18494, 3.90512, 4.42057)
H (-1.75993, 4.34544, 4.99854)
H (-0.76562, 6.76040, 5.45247)
H (-0.23119, 6.16454, 3.88182)
H (1.22381, 5.85735, 6.24154)
H (-0.84879, 3.22421, 6.48316)
C (-0.56958, 0.82465, -7.40089)
C (0.27657, 2.01023, -7.66877)
O (1.54537, 1.72052, -8.21345)
O (-0.88744, 0.24357, -8.61629)
H (-1.41765, 1.17964, -6.81535)
H (-0.19635, 0.05831, -6.72154)
H (0.38952, 2.56155, -6.73529)
H (-0.13708, 2.70741, -8.39742)
H (1.38922, 0.95068, -8.76532)
H (-0.07510, 0.20535, -9.12644)
C (0.63441, 6.99487, -3.97446)
C (1.50484, 5.93813, -3.11072)
O (0.54461, 5.00418, -2.71354)
O (1.24051, 8.24059, -3.92311)
H (-0.33825, 7.03100, -3.48382)
H (0.69969, 6.79905, -5.04474)
H (2.00875, 6.53926, -2.35387)
H (2.24514, 5.52542, -3.79608)
H (1.13504, 4.46672, -2.18051)
H (1.59765, 8.23935, -3.03201)
C (-1.59816, 3.59156, 0.56115)
C (-1.85303, 4.81098, 1.51739)
O (-3.11978, 5.36009, 1.55142)
O (-0.94368, 2.46347, 1.16402)
H (-1.20314, 4.05450, -0.34314)
H (-2.55983, 3.17763, 0.25793)
H (-1.07604, 5.53245, 1.26467)
H (-1.63406, 4.63655, 2.57083)
H (-2.99117, 6.26931, 1.83139)
H (-1.61704, 2.08629, 1.73491)
C (5.07494, 0.66035, -0.17539)
C (5.43110, 1.96984, -0.81268)
O (5.63498, 1.56799, -2.15748)
O (4.84616, 0.70222, 1.24045)
H (5.73576, -0.11047, -0.57194)
H (4.05576, 0.40189, -0.46272)
H (6.25110, 2.55565, -0.39732)
H (4.58138, 2.65207, -0.78741)
H (5.69213, 2.35053, -2.71062)
H (5.33203, -0.09030, 1.48012)
C (1.41540, -0.78007, 3.21788)
O (1.50835, -1.83161, 2.24499)
C (0.64141, -1.46124, 1.20572)
C (1.20665, -0.41575, 0.21305)
N (0.09900, 0.27674, -0.48250)
C (0.18499, 0.46919, -1.92267)
C (-0.49645, -0.70600, -2.72331)
O (-1.86803, -0.73981, -2.54965)
C (-2.29993, -1.22360, -1.26020)
H (2.21540, -1.00156, 3.92430)
H (0.62253, -0.52066, 3.91944)
H (1.81787, 0.18520, 2.91066)
H (-0.41285, -1.31535, 1.44098)
H (0.71652, -2.44366, 0.73956)
H (1.81360, -0.91713, -0.54082)
H (1.86053, 0.29533, 0.71794)
H (-0.20435, 1.12456, -0.02502)
H (1.22943, 0.63917, -2.18413)
H (-0.16385, 1.42290, -2.31873)
H (-0.16984, -1.74357, -2.65348)
H (-0.57873, -0.44011, -3.77717)
H (-2.53754, -0.44115, -0.53950)
H (-1.57428, -1.92584, -0.84985)
H (-3.29702, -1.63597, -1.41470)
C (-6.08299, -9.67474, -6.50680)
O (-5.45569, -9.21186, -5.38220)
C (-4.16066, -8.62194, -5.53568)
C (-3.97481, -7.37508, -6.36831)
N (-2.51726, -7.11914, -6.54306)
C (-2.31957, -5.82672, -7.09089)
C (-2.46148, -4.70307, -5.98504)
O (-1.88906, -5.16037, -4.81173)
C (-1.49316, -4.11704, -4.01227)
H (-7.10473, -9.93627, -6.23158)
H (-5.76874, -10.70710, -6.66041)
H (-6.05703, -9.00546, -7.36674)
H (-3.51733, -9.45442, -5.82064)
H (-3.82929, -8.27115, -4.55832)
H (-4.38763, -6.48240, -5.89841)
H (-4.24988, -7.65596, -7.38494)
H (-2.20801, -7.01869, -5.58684)
H (-3.11017, -5.63822, -7.81719)
H (-1.41050, -5.88044, -7.68989)
H (-3.46388, -4.30718, -5.82206)
H (-1.89676, -3.85260, -6.36698)
H (-1.01140, -4.57270, -3.14719)
H (-2.23457, -3.41726, -3.62663)
H (-0.71054, -3.52341, -4.48472)
C (3.51062, -6.12326, -2.60836)
O (2.55918, -6.88448, -3.34618)
C (1.64306, -6.11816, -4.11066)
C (2.06839, -5.09763, -5.09629)
N (2.61809, -3.88928, -4.44708)
C (2.32559, -2.71918, -5.26513)
C (3.61946, -2.18218, -5.69017)
O (4.51775, -3.16765, -6.10471)
C (4.16322, -3.63528, -7.37341)
H (2.94042, -5.46690, -1.95097)
H (4.21679, -5.62542, -3.27287)
H (3.95867, -6.88765, -1.97350)
H (1.15070, -5.56583, -3.31027)
H (0.81787, -6.75293, -4.43352)
H (1.24036, -4.79868, -5.73902)
H (2.82068, -5.56946, -5.72838)
H (3.62001, -3.87460, -4.32042)
H (1.85728, -1.87095, -4.76585)
H (1.75777, -2.88416, -6.18080)
H (3.93485, -1.61494, -4.81446)
H (3.52974, -1.43899, -6.48246)
H (3.83023, -4.67226, -7.41690)
H (5.03567, -3.60741, -8.02622)
H (3.39842, -3.06229, -7.89769)
C (-4.91454, 1.04465, -6.76419)
O (-5.00290, 2.36621, -7.28414)
C (-6.28706, 3.00650, -7.35892)
C (-7.13620, 2.99084, -6.01931)
N (-7.99532, 1.79821, -5.86118)
C (-8.72448, 1.51629, -4.60996)
C (-7.79133, 0.73335, -3.71062)
O (-7.90723, -0.56078, -4.16634)
C (-6.98122, -1.47846, -3.65741)
H (-5.27344, 0.93043, -5.74132)
H (-3.91525, 0.60951, -6.75154)
H (-5.55789, 0.39728, -7.36010)
H (-6.71608, 2.52339, -8.23679)
H (-5.94372, 4.00776, -7.61907)
H (-7.85421, 3.80912, -6.07377)
H (-6.59530, 3.17827, -5.09173)
H (-7.43190, 1.01076, -6.14855)
H (-9.63439, 0.92013, -4.54112)
H (-8.96098, 2.43112, -4.06659)
H (-8.00022, 0.71868, -2.64092)
H (-6.72828, 0.97273, -3.68361)
H (-7.00338, -2.45606, -4.13900)
H (-7.37427, -1.52468, -2.64179)
H (-5.98961, -1.02693, -3.68786)
C (-1.43660, -3.65681, 7.23029)
O (-2.09987, -3.76963, 8.52149)
C (-3.48267, -3.35208, 8.59901)
C (-3.94077, -3.44466, 10.09795)
N (-3.43551, -2.42330, 11.00774)
C (-2.01331, -2.44894, 11.18595)
C (-1.43602, -1.31902, 12.05933)
O (-0.01474, -1.54773, 11.97113)
C (0.74327, -0.47701, 12.58519)
H (-0.34685, -3.63948, 7.24574)
H (-1.67942, -2.79055, 6.61488)
H (-1.77352, -4.48128, 6.60193)
H (-4.03551, -4.15109, 8.10501)
H (-3.63961, -2.39872, 8.09445)
H (-3.82202, -4.42631, 10.55660)
H (-5.02350, -3.34112, 10.02665)
H (-3.62557, -1.46387, 10.75582)
H (-1.36684, -2.51260, 10.31067)
H (-1.87029, -3.28966, 11.86479)
H (-1.85730, -1.57568, 13.03131)
H (-1.92859, -0.38302, 11.79590)
H (1.75147, -0.82302, 12.81304)
H (0.43367, -0.52702, 13.62910)
H (0.72797, 0.55886, 12.24632)
C (-3.89281, 1.20105, 2.19302)
O (-3.37281, 2.21134, 3.29337)
C (-4.37206, 2.69614, 4.14842)
C (-4.89713, 1.59409, 5.11230)
N (-4.12893, 1.44981, 6.28893)
C (-2.85995, 0.68243, 5.99625)
C (-1.97545, 0.39214, 7.26564)
O (-1.29088, 1.59814, 7.53826)
C (-0.21599, 1.35824, 8.51327)
H (-4.97089, 1.18984, 2.03262)
H (-3.74560, 0.21178, 2.62636)
H (-3.34699, 1.29761, 1.25448)
H (-5.09389, 3.13361, 3.45872)
H (-3.92923, 3.56340, 4.63819)
H (-4.96793, 0.56108, 4.77177)
H (-5.89396, 1.92084, 5.40839)
H (-3.70922, 2.33522, 6.53384)
H (-2.30991, 1.31707, 5.30142)
H (-3.17054, -0.25985, 5.54488)
H (-1.28002, -0.41127, 7.02269)
H (-2.58842, 0.09472, 8.11647)
H (0.54758, 0.86874, 7.90875)
H (-0.48015, 0.77481, 9.39527)
H (0.27348, 2.30060, 8.75919)
C (11.05922, 4.89494, 4.83723)
O (10.59276, 3.50038, 5.00060)
C (10.98442, 2.66282, 3.83574)
C (10.12495, 1.32770, 3.76671)
N (8.87265, 1.39294, 2.92802)
C (7.62048, 0.84192, 3.45402)
C (7.09109, 1.78131, 4.47164)
O (6.80788, 2.97170, 3.72532)
C (6.23163, 3.93133, 4.55932)
H (10.63786, 5.58107, 5.57193)
H (10.81065, 5.28793, 3.85140)
H (12.13031, 4.87620, 5.03849)
H (12.04802, 2.44462, 3.93194)
H (10.98579, 3.36442, 3.00156)
H (9.76640, 1.14145, 4.77906)
H (10.80198, 0.55264, 3.40754)
H (8.55667, 2.34332, 3.05858)
H (7.84368, -0.12496, 3.90504)
H (6.96704, 0.67134, 2.59844)
H (7.85765, 2.10869, 5.17400)
H (6.13350, 1.45517, 4.87755)
H (6.93567, 4.25821, 5.32456)
H (5.46730, 3.46605, 5.18174)
H (5.61774, 4.72671, 4.13672)

The HOMO-LUMO gap comes out at 8.25 eV. As for the HOMO energy: -0.3017 hartree.



## b
Below is a cluster of 17 separate species, C62H165N7O34 in total, with properties calculated with the ωB97M-V functional and the def2-TZVPD basis.

CARTESIAN COORDINATES (ANGSTROEM)
C (-21.36493, 23.40341, -3.11846)
O (-21.77705, 24.69480, -2.68567)
C (-22.59248, 25.43211, -3.55387)
C (-22.82768, 26.83285, -2.93849)
N (-23.85751, 26.94284, -1.86822)
C (-25.18332, 26.33733, -2.18299)
C (-25.88294, 27.04005, -3.31971)
O (-26.73707, 26.10912, -3.87537)
C (-27.53576, 26.58696, -4.89007)
H (-20.43754, 23.48574, -3.68527)
H (-22.10583, 22.84469, -3.69029)
H (-21.13795, 22.70987, -2.30878)
H (-23.47219, 24.80905, -3.71515)
H (-22.06965, 25.51022, -4.50710)
H (-23.10629, 27.54121, -3.71868)
H (-21.85691, 27.20349, -2.60935)
H (-23.60807, 26.52149, -0.98485)
H (-25.88227, 26.34602, -1.34663)
H (-25.06967, 25.27464, -2.39715)
H (-25.12542, 27.41684, -4.00696)
H (-26.37618, 27.97991, -3.07180)
H (-28.13375, 27.46334, -4.64013)
H (-28.33748, 25.87543, -5.08773)
H (-26.96629, 26.69596, -5.81306)
C (-11.34601, 18.77967, -5.47543)
O (-12.28693, 19.69329, -4.89549)
C (-13.18985, 20.26561, -5.81799)
C (-14.06840, 21.26992, -5.04988)
N (-14.96950, 20.64398, -4.00822)
C (-15.77075, 21.61891, -3.26550)
C (-16.71993, 21.00256, -2.26672)
O (-17.19603, 22.04800, -1.39260)
C (-18.35532, 21.65571, -0.68365)
H (-11.81995, 17.84759, -5.78316)
H (-10.51553, 18.52395, -4.81739)
H (-10.93863, 19.28415, -6.35157)
H (-13.75623, 19.55800, -6.42346)
H (-12.58610, 20.79120, -6.55782)
H (-14.62458, 21.82709, -5.80377)
H (-13.36298, 21.93539, -4.55225)
H (-14.31516, 20.29000, -3.32511)
H (-16.41763, 22.23018, -3.89477)
H (-15.05545, 22.30649, -2.81419)
H (-16.22381, 20.17130, -1.76576)
H (-17.52377, 20.61486, -2.89253)
H (-19.18846, 21.40017, -1.33839)
H (-18.65784, 22.53272, -0.11142)
H (-18.06986, 20.71830, -0.20630)
C (-11.20004, 20.64839, -1.77143)
O (-11.38336, 21.05280, -0.41404)
C (-10.24480, 20.89535, 0.42115)
C (-10.85127, 20.46441, 1.82396)
N (-11.39637, 19.11168, 1.63205)
C (-12.37179, 18.59951, 2.61640)
C (-11.70895, 18.34797, 4.02699)
O (-11.21941, 19.46282, 4.63542)
C (-10.97986, 19.27792, 6.01106)
H (-12.13708, 20.63885, -2.32817)
H (-10.91737, 19.59575, -1.78355)
H (-10.49904, 21.23367, -2.36654)
H (-9.62008, 21.78745, 0.46556)
H (-9.70267, 20.04358, 0.01043)
H (-11.57483, 21.19086, 2.19388)
H (-10.02653, 20.49205, 2.53610)
H (-11.76022, 18.97112, 0.70042)
H (-12.85892, 17.67099, 2.31867)
H (-13.11803, 19.39285, 2.65930)
H (-10.84380, 17.68731, 3.97080)
H (-12.43965, 17.87110, 4.68026)
H (-10.73736, 18.27282, 6.35609)
H (-11.98420, 19.48189, 6.38227)
H (-10.39136, 20.03530, 6.52887)
C (-18.82109, 18.48603, -9.73997)
O (-17.65196, 18.63015, -8.90456)
C (-16.44258, 18.80532, -9.63653)
C (-15.12140, 18.75853, -8.88207)
N (-13.90875, 18.63326, -9.72301)
C (-12.82774, 18.21453, -8.80049)
C (-11.46016, 18.05169, -9.38678)
O (-10.65088, 17.52951, -8.38175)
C (-9.28870, 17.51333, -8.77511)
H (-19.07201, 19.46167, -10.15624)
H (-19.67276, 18.12911, -9.16087)
H (-18.66901, 17.65639, -10.43037)
H (-16.51322, 19.73564, -10.20010)
H (-16.36011, 18.00687, -10.37394)
H (-15.20262, 17.89257, -8.22509)
H (-15.03667, 19.73796, -8.41130)
H (-13.78750, 19.55011, -10.12896)
H (-13.07064, 17.24098, -8.37469)
H (-12.76788, 18.78206, -7.87182)
H (-11.08785, 18.99578, -9.78448)
H (-11.51429, 17.36418, -10.23088)
H (-9.10431, 18.29267, -9.51452)
H (-8.96139, 16.50310, -9.02092)
H (-8.74229, 17.78330, -7.87143)
C (-22.68500, 13.01201, 3.75080)
O (-22.40605, 14.27757, 3.26292)
C (-23.40040, 14.77391, 2.35311)
C (-23.07517, 16.20337, 2.01965)
N (-22.43543, 16.36167, 0.72063)
C (-21.98160, 17.75860, 0.71356)
C (-21.38281, 18.18026, -0.61507)
O (-20.06065, 17.71559, -0.73093)
C (-19.49203, 17.94913, -1.99272)
H (-21.71723, 12.58559, 4.01478)
H (-23.00421, 12.39002, 2.91455)
H (-23.41517, 12.98541, 4.55966)
H (-24.40960, 14.67935, 2.75395)
H (-23.47345, 14.07568, 1.51929)
H (-22.53423, 16.59253, 2.88223)
H (-23.94309, 16.85566, 1.92307)
H (-21.70778, 15.66315, 0.66859)
H (-21.20942, 17.92112, 1.46550)
H (-22.75313, 18.50606, 0.89836)
H (-21.43950, 19.25171, -0.80712)
H (-21.98010, 17.62998, -1.34208)
H (-18.58159, 17.36436, -2.12402)
H (-19.11269, 18.96499, -2.10322)
H (-20.03805, 17.62677, -2.87932)
C (-14.55858, 21.21453, 0.58791)
O (-14.87493, 21.07694, 1.96676)
C (-14.91630, 22.22024, 2.81491)
C (-16.10080, 23.28135, 2.55364)
N (-17.36405, 22.68030, 3.05834)
C (-18.49508, 23.54650, 2.75330)
C (-19.76106, 22.68785, 2.95953)
O (-19.86455, 21.62220, 1.97500)
C (-21.23062, 21.18467, 1.59475)
H (-15.39114, 21.59311, -0.00508)
H (-14.16275, 20.37504, 0.01636)
H (-13.68816, 21.86728, 0.52174)
H (-13.93534, 22.66482, 2.64706)
H (-14.78108, 21.87274, 3.83913)
H (-16.14895, 23.51046, 1.48908)
H (-16.06163, 24.20934, 3.12406)
H (-17.50131, 21.82629, 2.53686)
H (-18.37250, 23.85034, 1.71370)
H (-18.67912, 24.46462, 3.31124)
H (-20.57353, 23.41413, 2.93762)
H (-19.79556, 22.16228, 3.91384)
H (-21.84661, 21.96615, 1.14985)
H (-21.64091, 20.66287, 2.45933)
H (-20.98405, 20.36701, 0.91745)
C (-10.83374, 25.10822, -8.19970)
O (-12.09030, 25.62679, -7.92948)
C (-12.88109, 24.75155, -7.05031)
C (-14.22306, 25.50083, -6.75982)
N (-15.10209, 24.85454, -5.82977)
C (-16.37007, 25.52407, -5.66394)
C (-17.01085, 25.00600, -4.36790)
O (-17.53253, 26.05445, -3.61694)
C (-18.52698, 25.68435, -2.71439)
H (-10.40255, 25.82730, -8.89620)
H (-10.95908, 24.13328, -8.67075)
H (-10.28232, 25.11413, -7.25950)
H (-12.42352, 24.45464, -6.10661)
H (-13.01981, 23.81915, -7.59754)
H (-14.75166, 25.60734, -7.70710)
H (-13.90348, 26.46420, -6.36246)
H (-14.63486, 25.03360, -4.95243)
H (-17.17241, 25.36273, -6.38389)
H (-16.19285, 26.58625, -5.49523)
H (-16.34346, 24.39507, -3.76007)
H (-17.86238, 24.39815, -4.67370)
H (-18.21267, 24.76336, -2.22338)
H (-19.45610, 25.59941, -3.27798)
H (-18.70687, 26.49041, -2.00305)
C (-15.07171, 16.82639, -1.62928)
C (-13.70694, 17.54705, -1.49283)
O (-13.33309, 17.62289, -0.09985)
O (-16.22757, 17.50071, -1.32634)
H (-15.03944, 15.87646, -1.09571)
H (-15.08896, 16.45361, -2.65342)
H (-13.69906, 18.57846, -1.84529)
H (-12.91294, 17.01567, -2.01753)
H (-14.00998, 17.98762, 0.47496)
H (-15.94863, 17.92850, -0.51345)
C (-16.30158, 22.24541, -8.18618)
C (-16.70448, 22.62454, -9.61580)
O (-15.97771, 23.79547, -10.02324)
O (-16.87286, 23.07488, -7.21602)
H (-15.21906, 22.12610, -8.14126)
H (-16.59567, 21.21536, -7.98463)
H (-17.79053, 22.71630, -9.60205)
H (-16.37488, 21.90692, -10.36713)
H (-15.09085, 23.52149, -10.26824)
H (-16.20811, 23.76650, -7.25316)
C (-16.93532, 17.94345, -5.19217)
C (-16.93513, 16.71305, -6.16111)
O (-17.88136, 16.74835, -7.21823)
O (-16.33519, 19.14145, -5.79178)
H (-16.38891, 17.63197, -4.30194)
H (-17.94732, 18.26031, -4.94007)
H (-17.07981, 15.79398, -5.59323)
H (-15.98472, 16.67762, -6.69362)
H (-17.67546, 17.54014, -7.72049)
H (-15.91732, 19.56783, -5.04000)
C (-20.51370, 20.50926, -5.26950)
C (-19.15545, 21.03416, -5.86188)
O (-19.05773, 22.45518, -5.82913)
O (-20.53728, 19.09459, -5.39681)
H (-21.40668, 20.85930, -5.78733)
H (-20.63621, 20.80797, -4.22842)
H (-19.01066, 20.67847, -6.88199)
H (-18.34755, 20.69366, -5.21422)
H (-18.21520, 22.71175, -6.21109)
H (-20.66118, 18.91214, -6.33113)
C (-12.79945, 24.07406, -1.31178)
C (-13.79811, 25.03103, -1.97342)
O (-13.58434, 25.13089, -3.35271)
O (-11.47459, 24.48332, -1.43866)
H (-12.97127, 23.12733, -1.82392)
H (-13.08710, 24.03853, -0.26102)
H (-13.75531, 26.05860, -1.61235)
H (-14.84853, 24.79583, -1.80189)
H (-12.63989, 25.21397, -3.50343)
H (-11.21593, 24.38694, -2.35813)
C (-13.66820, 14.20913, -4.47866)
C (-13.46315, 15.47391, -5.29359)
O (-13.69411, 15.34846, -6.65371)
O (-15.03610, 13.96785, -4.37571)
H (-13.19099, 14.37999, -3.51369)
H (-13.10660, 13.38054, -4.91011)
H (-12.48436, 15.87809, -5.03534)
H (-14.23479, 16.15221, -4.92946)
H (-14.39163, 14.69910, -6.76947)
H (-15.36320, 13.61505, -5.20645)
C (-17.88061, 18.41576, 1.69395)
C (-16.49109, 17.75594, 1.88760)
O (-15.51466, 18.49545, 1.19878)
O (-18.06101, 19.49874, 2.57555)
H (-18.62270, 17.65562, 1.93809)
H (-18.10266, 18.70864, 0.66778)
H (-16.52099, 16.75094, 1.46666)
H (-16.14088, 17.62330, 2.91125)
H (-15.47548, 19.38378, 1.56062)
H (-18.92007, 19.90719, 2.44602)
C (-9.95913, 21.95258, -5.78075)
C (-9.35080, 21.98773, -7.19802)
O (-8.18390, 21.15681, -7.45591)
O (-9.19436, 22.88990, -4.97847)
H (-9.93703, 20.98755, -5.27446)
H (-11.01823, 22.20744, -5.81909)
H (-8.94885, 22.99014, -7.34535)
H (-10.10710, 21.91007, -7.97909)
H (-7.75953, 21.46989, -8.25809)
H (-8.39863, 22.48968, -4.62035)
C (-6.69798, 20.31049, -3.64017)
C (-7.18496, 19.26764, -4.57478)
O (-6.60481, 19.41205, -5.88579)
O (-7.23391, 21.64187, -3.68771)
H (-5.61034, 20.36947, -3.59960)
H (-6.96132, 19.92941, -2.65350)
H (-8.27179, 19.33193, -4.62746)
H (-6.95803, 18.29390, -4.14073)
H (-7.03132, 20.11731, -6.37803)
H (-6.82812, 22.16229, -2.99050)
C (-9.12296, 15.52207, -3.77185)
C (-9.60760, 14.80235, -5.02089)
O (-8.60278, 14.22484, -5.72959)
O (-10.28171, 16.19451, -3.21622)
H (-8.40002, 16.32384, -3.92231)
H (-8.69857, 14.79229, -3.08234)
H (-10.21990, 15.52110, -5.56548)
H (-10.26715, 13.95967, -4.81352)
H (-8.82737, 14.10120, -6.65472)
H (-9.91527, 16.61388, -2.43427)

The HOMO-LUMO gap comes out at 8.01 eV. As for the HOMO energy: -0.2918 hartree.



Most stable = b